A molecular structure, C25H28AsBF4IMnN8O3S, computed with ωB97M-V/def2-TZVPD.

Atoms and positions in Å:
Mn -1.34975 -0.42544 0.83316
C -1.82071 -2.94034 -2.85624
C -0.40405 -3.01779 -2.36663
N 0.40594 -3.89751 -2.91145
C 1.68674 -3.96372 -2.49004
C 2.17824 -3.22100 -1.44732
C 3.62426 -3.36900 -1.05600
O 4.33890 -2.13159 -1.02562
C 1.30712 -2.32082 -0.79149
C 1.71397 -1.68430 0.44160
N 0.95466 -1.02514 1.23704
C 1.56901 -0.50767 2.39373
C 2.72501 0.26621 2.31598
C 3.28810 0.81972 3.45523
C 2.70965 0.60743 4.69679
C 1.56708 -0.17881 4.79667
C 1.01352 -0.72661 3.65455
I -0.68764 -1.94250 3.79094
C 0.02058 -2.11705 -1.33141
O -0.73335 -1.14291 -0.97705
H -2.10803 -3.89981 -3.28000
H -1.92024 -2.17846 -3.63392
H -2.49623 -2.66846 -2.04528
H 2.32807 -4.65745 -3.02458
H 4.10635 -4.04930 -1.76246
H 3.71503 -3.81556 -0.06230
H 3.88822 -1.50517 -1.60486
H 2.75436 -1.82695 0.73866
H 3.14996 0.45515 1.33556
H 4.18018 1.42782 3.36769
H 3.13875 1.04823 5.58814
H 1.11333 -0.37250 5.75992
C 0.97479 2.59766 -4.31762
As 0.73394 1.00520 -3.24717
C 1.50446 -0.37749 -4.36612
C -1.15986 0.69421 -3.47016
S 1.95345 1.09748 -1.54169
H 0.55427 2.42986 -5.30982
H 2.03592 2.81984 -4.39228
H 0.45556 3.41826 -3.82801
H 1.02255 -0.39459 -5.34407
H 1.38647 -1.34790 -3.88134
H 2.56588 -0.16476 -4.47581
H -1.25489 0.27732 -4.47422
H -1.68054 1.64461 -3.40131
H -1.54038 0.00209 -2.72692
F -2.11471 1.41816 -0.32668
B -2.13078 2.76940 -0.84872
F -3.27583 2.93918 -1.60899
F -0.97655 2.95814 -1.64163
F -2.09934 3.66382 0.24082
C -0.30981 5.05476 2.55177
N -0.52557 3.63436 2.69693
C -1.79556 3.11610 3.17379
C -1.74518 1.69099 2.65027
O -2.60952 0.83719 2.74818
N -0.58756 1.50693 1.95702
C 0.02141 2.68852 1.89920
N 1.09724 2.88225 1.14320
H -0.92531 5.46834 1.74771
H 0.73923 5.25813 2.34217
H -0.55960 5.54770 3.48978
H -2.63221 3.63939 2.70772
H -1.89122 3.15422 4.25960
H 1.26775 2.17346 0.41120
H 1.35860 3.82188 0.90220
N -2.91471 -1.79327 0.99260
C -3.78300 -2.47144 1.34667
C -4.82330 -3.27888 1.78192
C -6.05389 -3.30424 1.07322
N -7.05806 -3.33028 0.50364
C -4.66044 -4.07165 2.94670
N -4.52075 -4.71367 3.89730

Results
- HOMO (spin up / spin down) (hartree) = -0.1994 / -0.2003
- spin multiplicity = 6
- ⟨S²⟩ = 8.75
- F_max (hartree/bohr) = 0.0181
- charge = -1
- E_tot (a.u.) = -6140.66570
- orbital gap (spin up / spin down) (Eh) = 0.274 / 0.273